This record from OMol25 describes a structure of composition C18H17Cl3GeN5O3Pd. The level of theory is wB97M-V/def2-TZVPD.

Positions of all 48 atoms, in Å:
Cl: 2.82290 -0.11321 1.50158
C: 1.18199 0.25559 6.08128
Cl: 1.58213 2.05133 -1.68371
C: 1.31494 -1.12752 5.85927
H: -2.77166 -0.34908 -2.41736
H: -4.70616 -0.92729 -0.37378
H: -4.32849 4.23062 -3.32273
C: -4.38428 -1.87957 -0.79870
Cl: 3.11944 -0.86679 -2.48585
H: -0.88638 6.05170 -1.54738
C: 0.28257 -0.93893 3.67300
C: -1.59218 5.23320 -1.60000
C: -0.92881 -1.04185 -1.64183
N: -0.84045 -1.38001 -0.36293
H: 1.00600 -2.76456 4.50850
H: -2.30967 -1.96979 -3.01634
N: -2.32184 -2.06545 1.29311
C: -3.39792 3.13336 -1.73631
Pd: 0.80445 -0.85489 0.72865
H: -4.11820 2.32569 -1.75406
N: -2.94294 -1.89429 -0.98284
C: -2.61290 5.25507 -2.53875
H: -4.68573 -2.70692 -0.15658
H: -3.26073 -2.24130 1.60404
H: -0.67997 4.13757 0.00779
O: -2.86315 0.87589 -0.09724
C: -2.31269 -1.30428 -2.15287
N: -1.04050 1.05887 1.82980
C: -2.23403 1.91172 0.09886
O: -0.09545 -1.51202 2.57175
H: -1.55230 -1.86419 1.97030
N: -1.41342 2.14237 1.19477
H: -0.40002 2.42985 3.22876
H: 1.78103 -1.74520 6.61759
H: 0.50382 2.09489 5.25379
O: -0.00540 -0.53742 -2.32731
C: -2.36696 3.09890 -0.79946
C: -0.43413 1.37064 2.97054
C: 0.12920 0.46773 3.89780
C: -1.47191 4.16356 -0.72627
H: 1.53985 0.69863 7.00031
H: -4.85691 -2.03166 -1.76593
H: -2.70667 6.09345 -3.21707
Ge: 1.61173 -0.03857 -1.22190
C: 0.88226 -1.70608 4.69465
C: -2.08201 -1.78744 0.04476
C: 0.60805 1.02548 5.11175
C: -3.52156 4.20621 -2.60193

The energy above the lowest of the compared OMol25 structures with the same formula, charge and spin is 0.0 kJ/mol. Its expectation value of S² is 0.779. The value obtained for the highest occupied orbital energy (alpha / beta) is -7.619 / -8.251 eV. For the LUMO energy (alpha / beta), the calculation gives -0.00828 / -0.06919 hartree. For the energy, the calculation gives -4781.15790 Eh. The orbital gap (alpha / beta) comes out at 7.39 / 6.37 eV. As for the maximum force: 0.3 eV/Å. The spin multiplicity is 2.

This record from OMol25 describes an isolated molecule of C5H8O. The level of theory is wB97M-V/def2-TZVPD.

Positions of all 14 atoms, in Å:
C: -0.76216 0.03148 -1.58799
H: 0.53294 2.29057 -0.04987
H: 1.67974 0.24880 0.68683
C: 0.18627 -0.70214 -0.72116
H: 1.02740 -1.09874 -1.30836
H: -0.22045 1.91286 1.52025
H: -0.14212 0.81627 -2.07588
C: 0.59883 0.18674 0.49831
H: -1.47587 -1.76771 0.28990
H: -1.05348 1.48344 0.02529
C: -0.06317 1.55717 0.50036
O: -0.02636 -0.72342 1.40386
C: -0.39058 -1.63322 0.35164
H: 0.10902 -2.60209 0.46684

The energy above the lowest of the compared OMol25 structures with the same formula, charge and spin is 508.6 kJ/mol. The value obtained for the highest occupied orbital energy (alpha / beta) is -8.864 / -8.862 eV. For the LUMO energy (alpha / beta), the calculation gives -0.02011 / -0.01996 hartree. For the energy, the calculation gives -270.36418 Eh. The orbital gap (alpha / beta) comes out at 8.32 / 8.32 eV. As for the maximum force: 0.5 eV/Å.

This record from OMol25 describes a structure of composition C36H39N2OPS4Se2V. The level of theory is wB97M-V/def2-TZVPD.

Positions of all 86 atoms, in Å:
C: 3.08307 1.99757 2.07626
H: -2.11977 1.02310 -0.96088
H: 3.09211 -5.70422 1.06741
C: -1.45678 -2.22014 -4.27070
Se: 2.47127 1.39735 -2.65016
H: 3.49339 2.68472 2.81864
H: 2.77336 0.59249 3.66308
H: 1.45228 -6.85642 4.83965
C: 2.39310 -4.00377 -0.96021
H: -2.94640 2.72775 2.43210
H: 1.21378 -1.32272 3.93984
H: -2.96480 3.03573 -2.11526
C: -1.44501 1.66047 -1.51919
H: 1.84284 -1.76203 -4.88691
C: 3.56979 -3.60648 -0.31641
C: -2.42997 -6.43165 -2.02008
C: -0.27351 -2.20989 -4.99229
C: 3.61579 -4.23491 -3.02372
C: -2.16287 1.96965 2.45035
H: -0.58907 -5.54284 4.36848
C: 1.15140 -4.89212 1.53021
N: -0.16057 1.26553 -1.54144
P: 0.87081 -4.01236 -0.00800
C: 2.42246 -4.31373 -2.31870
C: -1.68298 -4.43241 -0.91840
C: -0.38946 -4.94253 -0.87543
C: 1.32571 4.18825 1.74721
H: -1.31955 4.48555 -3.33994
H: -2.34457 -1.79678 -2.35401
H: -3.22558 -7.01529 -2.46454
C: 2.39498 -6.35256 2.98392
C: 0.80788 -1.40009 -3.04746
S: 2.27403 2.97370 0.78737
C: 2.22436 0.96586 2.79642
C: -2.70282 -5.17848 -1.49160
H: 1.99677 4.70522 2.43351
C: 0.22041 -5.56236 3.65052
C: 0.89481 -1.78828 -4.36838
H: 1.51646 -4.61919 -2.82769
H: 5.71291 -3.80454 -2.92559
H: -1.86117 1.85007 3.49172
C: -0.12358 -6.21509 -1.38266
C: -2.75782 0.67204 1.89935
H: -0.53763 0.34001 3.39230
N: -0.32241 -1.41281 -2.33762
H: -1.22198 -1.22570 3.84247
C: 2.28854 -5.65073 1.79001
C: -1.00334 3.57776 -2.84346
C: -1.91563 2.78152 -2.16347
H: 3.55458 -3.35423 0.73819
H: 3.93821 1.51914 1.59487
S: -0.74495 2.46701 1.44761
C: -1.14142 -6.95160 -1.96310
S: 1.83735 -0.50051 1.79204
H: 0.67003 -2.36462 2.63496
Se: 2.31991 -0.82409 -1.98774
O: 0.37454 -2.60185 0.26451
H: -0.56291 4.51344 2.72180
H: -3.49842 0.28557 2.59907
H: -0.93576 -7.93649 -2.36063
H: 0.87357 -6.63611 -1.31689
C: 4.75850 -3.53494 -1.02246
C: 0.68508 1.99049 -2.27187
C: 0.73042 -1.33241 2.96168
H: 3.28118 -6.93993 3.18379
C: 0.31481 3.16975 -2.91068
H: -0.25717 -2.52465 -6.02729
H: -3.28079 0.85243 0.95984
C: 0.10978 -4.86201 2.46312
H: 0.37366 3.21291 3.45093
H: 1.29284 1.40670 3.13918
H: 1.01461 4.91453 0.99525
H: -0.79413 -4.29987 2.25004
C: 4.78144 -3.85153 -2.37652
H: -3.71302 -4.78983 -1.51368
S: -1.60896 -0.70459 1.54059
H: 3.63719 -4.48686 -4.07601
C: -0.64082 -0.69808 3.08543
H: -2.38549 -2.53818 -4.72319
C: -1.43955 -1.81147 -2.94712
V: 0.26753 -0.59905 -0.33777
H: -1.88714 -3.46394 -0.47840
C: 1.36720 -6.30528 3.91230
H: 1.04212 3.73091 -3.48326
C: 0.09599 3.67314 2.50146
H: 5.66908 -3.23909 -0.51841

The energy above the lowest of the compared OMol25 structures with the same formula, charge and spin is 0.0 kJ/mol. Its expectation value of S² is 3.759. The value obtained for the highest occupied orbital energy (alpha / beta) is -13.026 / -13.050 eV. For the LUMO energy (alpha / beta), the calculation gives -0.19138 / -0.19383 hartree. For the energy, the calculation gives -9260.62566 Eh. The orbital gap (alpha / beta) comes out at 7.82 / 7.78 eV. As for the maximum force: 0.2 eV/Å. The spin multiplicity is 4. Its net charge is +2.

This record from OMol25 describes a cluster of 10 separate species, C40H56N9O16 in total in a non-equilibrium geometry. The level of theory is wB97M-V/def2-TZVPD.

Positions of all 121 atoms, in Å:
H: 2.58900 11.88300 23.65100
O: 1.56000 4.16000 22.42200
C: 1.54300 5.07700 34.96400
C: 8.09700 8.73300 26.62500
H: 0.13500 4.93800 25.87500
C: 5.87600 8.10300 27.49200
H: -3.26200 12.45900 32.63900
C: 0.35700 4.66600 24.82500
O: 1.21000 3.72900 27.73400
H: 2.37000 6.31300 33.20500
C: 1.81200 11.14400 23.75100
H: 1.88800 10.57700 22.83300
H: -0.76100 9.48800 29.06500
H: -0.97200 4.84500 31.18500
H: 0.00600 10.19900 25.41000
H: 2.79500 7.00800 24.55500
H: 0.51300 6.05600 30.77200
N: 7.83300 14.23100 29.99400
H: 5.20900 8.01100 28.47700
H: 5.15200 8.57400 26.72800
N: 2.05200 10.53700 25.12000
H: 5.69400 8.20300 31.61000
C: -2.49700 10.30700 33.01600
C: 5.69600 9.24800 32.03100
H: -3.45500 9.92300 33.40800
H: 8.37500 7.70900 26.86300
O: 2.82700 8.10000 30.37300
H: 6.15500 7.22200 27.07400
O: -5.48200 9.21600 30.77600
H: 3.85100 11.80000 30.99100
H: 1.29900 9.27500 26.35400
H: -1.21900 6.18200 30.16800
C: 6.06000 13.85800 28.18500
H: 8.48700 9.99500 32.98100
C: 4.28000 12.41700 30.18700
H: -3.25800 9.79300 30.17000
C: -4.08200 7.13000 28.01800
C: -3.06500 9.18700 29.41400
H: 0.87300 11.58400 23.57700
H: 7.54500 8.72000 25.73900
C: 2.70200 4.17800 32.82400
H: 1.40400 5.35600 28.81100
C: 0.92800 10.08100 25.95700
H: -0.84100 7.64100 26.94800
H: -0.55800 4.81200 24.25500
H: 2.59800 6.15300 25.93000
O: 3.49500 5.55200 31.12800
N: 7.01000 9.15200 27.48600
H: 1.24000 5.96700 35.50300
N: 6.56800 9.34500 33.15000
C: 0.82400 4.60500 28.61600
C: -2.68700 6.88200 27.36800
O: 7.67100 11.22600 28.03600
H: -1.10700 2.60500 29.47400
H: 5.81900 10.51100 28.41600
H: 1.23600 7.28900 25.41300
H: 0.42900 9.39900 31.51400
O: 3.40500 3.37700 30.77600
N: -1.39000 8.06400 33.30300
H: 3.26200 9.76800 26.44400
O: -2.43700 7.41000 33.55000
H: 2.69900 5.79200 22.72500
H: 0.66700 3.66200 24.87200
N: -0.29300 4.54400 29.37100
H: 0.83600 10.60900 26.88600
H: 2.04200 1.55200 35.05500
O: 7.36400 8.53200 35.08600
C: 2.86000 2.79100 33.48500
O: 8.20500 14.15100 31.21500
C: -4.19400 8.25300 29.06000
H: -2.23300 4.09700 29.60800
H: 3.11600 11.82700 28.75300
H: 3.21000 7.11000 30.40000
C: 2.10600 2.58500 34.80800
H: 5.76300 7.68300 34.07100
O: 2.22300 9.71700 28.99500
C: 2.07000 5.18000 23.12100
H: -2.78800 6.15600 26.66600
C: 6.74500 10.32100 28.06400
H: 6.11500 9.94300 31.12000
C: -1.45800 9.32700 32.67100
H: 8.91200 9.22500 26.80000
N: 1.45200 5.45800 24.32400
C: 2.59800 8.60600 29.14900
H: 4.78100 9.88400 32.13400
H: -1.66400 3.67400 28.04000
C: -1.63600 7.83200 27.59400
N: 3.11200 4.35200 31.39000
C: 3.33000 10.26500 25.61100
C: 2.02700 6.57900 25.03400
C: 1.61100 3.80500 35.52000
C: -0.55600 5.45700 30.41800
C: 2.17300 5.31800 33.59100
H: 6.66500 14.24900 27.33100
C: -1.77600 8.98500 28.72600
H: 3.47900 1.99400 32.84100
O: 2.73000 7.74000 28.31100
O: -0.27600 7.74900 33.80000
C: 6.56300 8.45200 34.18900
H: 1.14800 3.55200 36.42600
H: 7.45600 10.81300 34.07600
O: 4.33100 10.48600 24.94100
N: -5.43400 8.37300 29.85900
C: 6.49700 13.81500 29.67000
C: -1.53300 12.19800 31.63100
C: -1.39200 3.66900 29.16900
C: 7.57500 10.40200 33.15300
H: 4.46100 13.24800 26.65000
C: 5.52100 13.25700 30.68900
O: -6.43100 7.70200 29.43400
H: 7.36100 11.21900 32.51600
H: -1.44700 13.23700 31.12800
C: 3.92400 12.49900 28.79300
C: -0.40100 11.31300 31.19800
C: 4.69600 13.19800 27.77400
H: 5.73700 13.21700 31.70100
H: 0.51100 11.56800 30.67000
O: 8.53600 14.68300 29.03000
H: -4.91200 6.52300 27.74800
C: -2.52600 11.77700 32.47700
C: -0.28600 9.90500 31.83000

The energy above the lowest of the compared OMol25 structures with the same formula, charge and spin is 0.0 kJ/mol. The value obtained for the highest occupied orbital energy is -6.096 eV. For the LUMO energy, the calculation gives 0.00967 hartree. For the energy, the calculation gives -3253.48766 Eh. The orbital gap comes out at 6.36 eV. As for the maximum force: 13.1 eV/Å. Its net charge is -1.